{"formula": "C18H42BrN5O6", "method": "ωB97M-V with the def2-TZVPD basis set", "symbols": ["C", "C", "O", "C", "C", "O", "C", "C", "N", "Br", "H", "H", "H", "H", "H", "H", "H", "H", "H", "H", "H", "H", "H", "H", "C", "O", "N", "C", "C", "H", "H", "H", "H", "H", "H", "H", "C", "O", "N", "C", "C", "H", "H", "H", "H", "H", "H", "H", "C", "O", "N", "C", "C", "H", "H", "H", "H", "H", "H", "H", "C", "O", "N", "C", "C", "H", "H", "H", "H", "H", "H", "H"], "coordinates": [[3.75625, -1.14190, 0.81848], [2.64263, -0.24790, 0.28706], [2.93450, 1.11669, 0.54953], [1.80418, 1.95057, 0.42809], [0.76259, 1.72134, 1.52811], [-0.45383, 1.26801, 0.94675], [-1.25308, 0.47575, 1.79273], [-2.55944, 0.14962, 1.06594], [-2.60823, -1.23005, 0.56761], [-1.26365, -1.49260, -0.73863], [4.44733, -0.53235, 1.40848], [4.33194, -1.59698, 0.00868], [3.37949, -1.92690, 1.47574], [2.50452, -0.36323, -0.79948], [1.67406, -0.50809, 0.73657], [1.29978, 1.75655, -0.52746], [2.15404, 2.98335, 0.40453], [0.56618, 2.65131, 2.07895], [1.14402, 0.97217, 2.23749], [-0.71743, -0.45608, 2.03132], [-1.45271, 0.99546, 2.73991], [-2.66512, 0.89195, 0.26076], [-3.42673, 0.23597, 1.72865], [-3.47504, -1.34048, 0.04876], [-4.17343, -4.02764, -0.53493], [-5.11042, -3.70944, 0.17408], [-4.26814, -4.88150, -1.57379], [-3.12314, -5.21196, -2.39438], [-5.55894, -5.47883, -1.86314], [-3.15824, -3.62345, -0.40426], [-3.28951, -4.93074, -3.43643], [-2.90418, -6.28122, -2.35695], [-2.25516, -4.66723, -2.02608], [-6.30233, -4.71190, -2.08243], [-5.92075, -6.05511, -1.01132], [-5.45401, -6.13542, -2.72396], [3.67691, -2.52096, 4.88169], [4.20595, -2.49167, 3.78875], [3.14718, -3.63033, 5.43705], [2.52392, -3.61841, 6.74120], [3.21256, -4.87079, 4.68446], [3.58116, -1.62737, 5.52127], [3.03726, -4.29090, 7.43174], [1.47584, -3.91949, 6.68228], [2.56882, -2.60951, 7.14791], [4.24694, -5.14270, 4.47346], [2.69415, -4.77402, 3.73023], [2.74431, -5.65873, 5.27015], [2.20501, 5.66556, -1.51330], [2.28814, 5.10619, -0.43291], [2.44220, 5.07022, -2.69419], [2.31405, 5.77232, -3.95269], [2.82471, 3.66699, -2.69835], [1.90626, 6.72267, -1.61151], [1.55624, 5.30468, -4.58285], [3.26218, 5.78256, -4.49436], [2.01732, 6.80223, -3.75808], [2.04573, 3.05295, -2.25002], [3.74220, 3.51198, -2.12949], [2.97304, 3.35231, -3.72794], [-2.00648, 3.15737, -4.17453], [-0.87703, 3.36767, -4.57732], [-2.37194, 3.21812, -2.88129], [-3.72766, 2.97135, -2.44832], [-1.35072, 3.54031, -1.89774], [-2.84025, 2.89957, -4.84935], [-4.14694, 3.84412, -1.94327], [-3.77348, 2.12276, -1.76205], [-4.34573, 2.74545, -3.31611], [-0.90364, 4.51091, -2.11542], [-0.56050, 2.79494, -1.91807], [-1.79574, 3.55396, -0.90606]], "forces_ev_per_a": [[0.164, 0.170, -0.016], [-0.309, -0.017, -0.209], [0.188, -0.035, 0.254], [-0.182, 0.026, -0.159], [-0.008, 0.039, 0.161], [-0.067, 0.059, -0.251], [-0.016, -0.150, 0.135], [0.134, 0.187, -0.086], [0.147, 0.178, 0.039], [-0.028, -0.038, -0.121], [-0.126, -0.110, -0.037], [-0.073, 0.008, 0.088], [0.069, 0.068, -0.119], [0.020, -0.048, 0.067], [0.119, -0.038, 0.037], [-0.063, 0.005, -0.053], [0.059, -0.168, 0.121], [0.039, -0.114, 0.012], [0.009, 0.133, -0.072], [-0.135, 0.017, 0.065], [-0.034, 0.027, -0.080], [-0.045, -0.069, 0.112], [0.136, -0.004, 0.028], [-0.025, -0.136, 0.030], [-0.055, 0.031, -0.108], [0.011, 0.071, 0.012], [-0.001, -0.051, 0.002], [0.006, 0.009, 0.019], [0.006, -0.013, -0.020], [0.030, -0.057, 0.088], [-0.013, 0.016, 0.003], [-0.003, -0.003, 0.020], [0.015, -0.006, -0.018], [0.011, 0.015, -0.006], [0.015, -0.005, 0.009], [-0.018, -0.006, -0.001], [0.004, 0.022, -0.020], [0.004, -0.014, 0.046], [-0.014, -0.059, -0.001], [0.007, 0.019, -0.008], [-0.015, -0.008, 0.024], [0.008, 0.004, 0.004], [0.017, 0.002, -0.004], [-0.006, 0.007, -0.015], [-0.009, -0.001, 0.019], [0.009, 0.008, 0.011], [-0.012, 0.013, 0.002], [0.003, -0.014, -0.012], [-0.076, -0.102, 0.062], [-0.028, 0.134, -0.055], [0.046, -0.047, -0.001], [-0.048, 0.015, -0.020], [0.010, 0.038, -0.033], [0.041, 0.016, 0.008], [-0.039, -0.026, 0.008], [0.016, 0.005, 0.019], [0.006, -0.002, -0.019], [-0.037, 0.003, -0.012], [-0.006, 0.015, 0.005], [0.010, -0.021, -0.010], [0.048, 0.036, -0.051], [-0.006, 0.003, -0.014], [0.019, 0.036, 0.095], [-0.006, -0.027, -0.016], [-0.030, 0.039, -0.027], [0.011, -0.005, -0.012], [0.010, 0.014, -0.010], [0.009, -0.015, -0.006], [-0.015, -0.003, 0.012], [-0.004, 0.015, 0.029], [0.097, -0.087, 0.048], [-0.003, -0.002, 0.007]], "energy_ev": -109123.3442, "orbital_gap_ev": 9.54, "e_lumo_ha": 0.0189, "smiles": "CCOCCOCCNBr.CN(C)C=O.CN(C)C=O.CN(C)C=O.CN(C)C=O", "fmax_ha_per_bohr": 0.0073, "homo_energy_ev": -9.023}

{"formula": "C18H42CaN3OP2S", "method": "ωB97M-V with the def2-TZVPD basis set", "symbols": ["Ca", "P", "P", "N", "C", "H", "H", "C", "H", "H", "C", "H", "H", "C", "H", "H", "C", "C", "H", "H", "H", "C", "C", "H", "H", "H", "C", "C", "H", "H", "H", "C", "C", "H", "H", "H", "C", "C", "H", "H", "H", "C", "H", "H", "H", "C", "H", "H", "H", "C", "H", "H", "H", "H", "H", "H", "H", "O", "H", "H", "N", "C", "N", "S", "H", "H", "H", "H"], "coordinates": [[0.46805, 0.22573, 0.63599], [0.69023, 1.78309, -1.86036], [-1.18549, -1.81661, 1.71555], [-1.71285, 0.21688, -0.58699], [-1.10240, 2.13339, -2.15080], [-1.23531, 3.22178, -2.09300], [-1.34421, 1.84341, -3.18460], [-2.13095, 1.48707, -1.20823], [-2.36997, 2.16855, -0.37592], [-3.07629, 1.33593, -1.76141], [-2.89350, -0.58490, -0.14010], [-2.97221, -1.47031, -0.79149], [-3.79375, 0.03083, -0.29022], [-2.80391, -1.01732, 1.32194], [-3.63375, -1.70000, 1.54875], [-2.90977, -0.13716, 1.97718], [-1.43582, -2.10550, 3.52322], [-1.23672, -0.81577, 4.33504], [-2.00150, -0.06054, 4.12748], [-0.25516, -0.35611, 4.15008], [-1.29991, -1.05890, 5.40194], [-1.41829, -3.48297, 0.89848], [-0.03245, -4.12183, 0.69983], [-0.10414, -4.87637, -0.09721], [0.30848, -4.62528, 1.61520], [0.73531, -3.38582, 0.40284], [1.27649, 1.15603, -3.50439], [2.78595, 0.86350, -3.46614], [3.05703, 0.28102, -4.35694], [3.06600, 0.27534, -2.58101], [3.38519, 1.78306, -3.48787], [1.51364, 3.44041, -1.60152], [2.97923, 3.22559, -1.17477], [3.30107, 4.09036, -0.58060], [3.65102, 3.14596, -2.03930], [3.11886, 2.34280, -0.53443], [2.44344, -1.41771, 0.29071], [-2.42609, -4.43268, 1.56537], [-2.95087, -4.01570, 2.43482], [-3.19283, -4.72171, 0.83250], [-1.93779, -5.36427, 1.88039], [0.85210, 1.98478, -4.72575], [1.66402, 2.00999, -5.46552], [-0.01440, 1.52141, -5.21560], [0.58470, 3.01890, -4.48416], [1.39221, 4.49390, -2.70632], [1.82323, 5.43517, -2.33348], [1.95590, 4.22192, -3.60839], [0.35024, 4.71116, -2.97575], [-0.47581, -3.20058, 3.98901], [0.53432, -3.04322, 3.58210], [-0.39341, -3.16492, 5.07821], [-0.79200, -4.21590, 3.71938], [-2.48998, -2.42614, 3.62480], [0.96104, 3.82410, -0.72399], [-1.81856, -3.22045, -0.09593], [0.75279, 0.18411, -3.54612], [3.43739, -1.97876, 0.11654], [-1.20240, -0.36673, -1.28188], [0.56552, -0.87849, -1.24180], [3.10462, 0.51373, 3.60357], [2.31741, 1.61295, 3.53120], [2.07444, 2.25130, 4.69373], [1.62232, 2.19921, 2.08500], [3.67289, 0.35828, 4.43434], [3.43147, 0.08525, 2.74692], [1.48507, 3.07211, 4.64339], [2.68194, 2.17177, 5.49659]], "forces_ev_per_a": [[-0.005, -0.448, -1.360], [0.534, 0.222, 0.465], [-0.918, -0.530, 0.266], [-0.319, -0.490, -0.431], [-0.258, 0.235, -0.468], [-0.037, -0.183, -0.138], [0.122, 0.119, 0.257], [-0.274, 0.205, 0.295], [0.041, -0.036, -0.262], [0.342, 0.146, 0.078], [0.159, 0.242, -0.221], [-0.130, 0.270, 0.205], [0.163, -0.354, 0.062], [-0.031, 0.262, -0.068], [0.144, 0.081, 0.061], [0.006, -0.207, -0.168], [-0.209, -0.069, -0.172], [-0.051, -0.048, -0.039], [0.083, -0.113, -0.032], [-0.089, -0.152, 0.033], [0.030, 0.115, -0.140], [0.452, 0.461, 0.034], [0.048, -0.245, -0.251], [0.168, 0.127, 0.261], [-0.093, 0.143, -0.228], [-0.426, -0.297, 0.008], [-0.167, -0.452, 0.399], [-0.018, -0.059, -0.162], [-0.035, 0.103, 0.209], [-0.081, 0.157, -0.185], [-0.204, -0.265, -0.012], [-0.384, -0.130, -0.095], [0.050, 0.319, 0.152], [0.044, -0.110, -0.167], [-0.227, 0.026, 0.287], [-0.093, 0.155, -0.257], [2.925, -1.189, -0.007], [-0.340, -0.301, -0.213], [0.154, -0.086, -0.247], [0.140, 0.043, 0.285], [-0.076, 0.266, 0.014], [-0.200, 0.029, -0.274], [-0.198, 0.030, 0.158], [0.196, 0.185, 0.061], [0.050, -0.359, -0.166], [0.309, 0.391, 0.192], [-0.095, -0.153, -0.131], [-0.166, 0.055, 0.285], [0.227, -0.139, -0.009], [0.147, -0.123, 0.261], [-0.177, -0.012, 0.097], [0.026, -0.094, -0.027], [0.017, 0.335, -0.048], [0.477, 0.049, 0.221], [0.151, -0.092, -0.139], [0.317, 0.037, 0.287], [0.296, 0.202, 0.018], [-2.841, 1.351, 0.132], [-0.079, 0.506, 0.454], [0.202, -0.496, 0.210], [0.067, 0.498, -0.032], [0.083, -0.186, 0.487], [0.018, 0.190, -0.566], [0.378, 0.033, 0.677], [-0.330, -0.064, -0.337], [-0.094, 0.222, 0.178], [0.190, -0.152, 0.024], [-0.112, -0.177, -0.060]], "energy_ev": -73712.5071, "total_charge": 1, "orbital_gap_ev": 7.16, "e_lumo_ha": -0.0879, "fmax_ha_per_bohr": 0.0614, "de_lowest_kj_mol": 0.0, "homo_energy_ev": -9.551}

{"formula": "C18H42CeNO2P2Si2", "method": "ωB97M-V with the def2-TZVPD basis set", "symbols": ["Ce", "P", "C", "C", "N", "C", "C", "C", "C", "C", "P", "H", "H", "H", "H", "H", "H", "H", "H", "O", "H", "H", "O", "H", "C", "H", "H", "H", "C", "H", "H", "H", "C", "H", "H", "H", "C", "H", "H", "H", "C", "Si", "C", "C", "C", "Si", "C", "C", "C", "H", "H", "H", "H", "H", "H", "H", "H", "H", "H", "H", "H", "H", "H", "H", "H", "H", "H", "H"], "coordinates": [[-0.46378, -1.11934, 0.29544], [-1.59781, -0.45098, -2.44268], [-0.85213, -2.06938, -2.93549], [0.61332, -2.26592, -2.65511], [1.17375, -1.78014, -1.51708], [2.52167, -1.75869, -1.41768], [3.31657, -2.37513, -2.35585], [2.74795, -3.00842, -3.43658], [1.38121, -2.92804, -3.59110], [3.21141, -1.00794, -0.33945], [2.18807, -0.57922, 1.15276], [0.88361, -3.33964, -4.46377], [4.38435, -2.31279, -2.24680], [3.35419, -3.51349, -4.17301], [4.05588, -1.61524, 0.02233], [3.62153, -0.05898, -0.72621], [-1.48266, -2.84360, -2.46936], [-0.99595, -2.06990, -4.02897], [-1.23750, -3.96752, 2.04666], [-1.10991, -3.59318, 1.15424], [-1.51672, -4.27022, 0.58349], [-0.07700, -1.61238, 3.89133], [-0.56077, -2.40923, 3.60417], [-0.74099, -2.85871, 4.45878], [2.66129, -2.11405, 2.05075], [3.74567, -2.05847, 2.19690], [2.13783, -2.22761, 3.00895], [2.40658, -2.97818, 1.41791], [3.35811, 0.58241, 1.94190], [2.92788, 0.97260, 2.87617], [4.29232, 0.04943, 2.13427], [3.53675, 1.42983, 1.26256], [-1.30369, 0.49420, -3.97946], [-1.83054, -0.02879, -4.78664], [-1.67070, 1.52573, -3.89569], [-0.22900, 0.52649, -4.19361], [-3.34411, -0.86455, -2.81087], [-3.99569, -0.05828, -2.45418], [-3.46835, -1.01858, -3.88922], [-3.58569, -1.77784, -2.25801], [0.64067, 3.73641, 1.34768], [-0.25342, 2.85312, -0.07241], [-1.52158, 4.15794, -0.62665], [0.98469, 2.57623, -1.47300], [-1.03076, 1.15924, 0.33230], [-1.72205, 1.06128, 2.06387], [-2.96843, 2.39214, 2.59605], [-2.62306, -0.62117, 2.17767], [-0.40139, 1.20053, 3.41926], [1.07244, 4.67764, 0.97609], [1.48389, 3.17712, 1.76895], [0.02417, 4.04100, 2.20382], [-1.00653, 5.08719, -0.90845], [-2.10400, 3.84746, -1.50500], [-2.24960, 4.44053, 0.14819], [1.82041, 1.89997, -1.24660], [0.56583, 2.25020, -2.43197], [1.43483, 3.55931, -1.66061], [-1.81334, 0.99624, -0.46360], [-3.86818, 2.42507, 1.96201], [-3.31798, 2.14618, 3.60893], [-2.58311, 3.42494, 2.65465], [-2.14728, -1.62058, 2.03415], [-2.91800, -0.65052, 3.23516], [-3.54189, -0.60860, 1.57365], [0.45212, 0.50673, 3.38875], [0.04180, 2.20160, 3.48422], [-0.90721, 1.03652, 4.38105]], "forces_ev_per_a": [[-1.140, 1.361, -0.458], [-0.269, -0.811, -1.138], [-0.192, 0.041, -0.052], [0.201, -0.313, -0.081], [-0.506, 0.790, 0.197], [-0.105, -0.212, -0.262], [0.260, -0.028, -0.134], [0.108, -0.120, -0.128], [-0.585, 0.032, -0.406], [-0.102, 0.546, 0.515], [2.182, -0.667, -0.007], [0.161, 0.018, 0.067], [0.251, -0.102, 0.011], [0.086, -0.045, -0.051], [-0.145, 0.392, -0.085], [-0.129, -0.350, -0.085], [0.176, -0.099, -0.329], [-0.048, -0.617, 0.407], [0.324, 0.557, -0.067], [-0.297, -0.205, -0.539], [0.206, 0.182, -0.011], [-0.293, -0.380, 0.000], [0.400, 0.297, 0.809], [0.062, 0.171, -0.638], [-0.865, -0.287, 0.227], [-0.279, -0.207, 0.067], [0.300, -0.026, -0.175], [0.170, 0.068, 0.269], [-0.786, 0.920, 0.007], [0.310, -0.121, -0.218], [-0.146, 0.081, -0.025], [-0.017, -0.205, 0.291], [0.834, 0.687, 0.292], [0.157, 0.154, 0.197], [0.046, -0.282, -0.063], [-0.191, 0.106, -0.069], [-0.054, -0.080, 0.908], [0.009, -0.185, -0.227], [-0.046, -0.019, 0.338], [-0.320, 0.087, -0.175], [0.241, -0.381, 0.323], [0.690, 1.617, -0.452], [-0.442, -0.578, -0.133], [0.126, 0.103, -0.008], [-0.139, -0.670, -0.146], [-0.471, 1.024, 1.597], [-0.408, 0.015, -0.515], [0.099, -0.370, -0.047], [0.179, -0.438, -0.044], [-0.179, -0.276, -0.227], [-0.033, -0.027, -0.063], [-0.125, -0.167, -0.303], [0.149, -0.327, 0.097], [0.093, 0.053, 0.130], [0.254, -0.208, -0.088], [-0.149, 0.045, 0.146], [-0.149, 0.036, 0.202], [0.002, -0.117, -0.035], [0.463, 0.123, 0.835], [0.281, -0.041, 0.114], [0.178, -0.145, -0.167], [0.172, -0.533, -0.181], [-0.371, 0.459, 0.308], [-0.054, -0.188, -0.186], [0.132, 0.090, 0.090], [-0.078, -0.002, -0.040], [-0.211, -0.177, -0.219], [0.023, -0.051, -0.168]], "energy_ev": -72169.6343, "total_charge": 3, "orbital_gap_ev": [6.44, 6.44], "e_lumo_ha": [-0.4239, -0.4238], "fmax_ha_per_bohr": 0.0444, "homo_energy_ev": [-17.971, -17.970]}